[1]
Computed, not measured: the molecule C20H28N4OS, with wB97M-V/def2-TZVPD.

Element x y z (Å)
C: -0.754 -3.928 0.308
S: -1.312 -2.225 0.009
C: -3.109 -2.493 0.201
C: -3.794 -1.361 -0.566
C: -5.275 -1.233 -0.200
N: -2.993 -0.170 -0.366
C: -3.113 0.512 0.902
C: -1.812 1.267 1.170
C: -1.542 2.246 0.023
N: -0.310 2.980 0.188
N: -0.379 4.313 0.286
C: 0.862 4.745 0.372
C: 1.773 3.684 0.330
C: 0.981 2.558 0.209
N: 1.341 1.220 0.148
C: 2.624 0.760 0.022
O: 3.587 1.477 -0.139
C: 2.711 -0.727 0.153
C: 2.169 -1.323 1.287
C: 2.313 -2.681 1.505
C: 2.987 -3.454 0.574
C: 3.515 -2.865 -0.561
C: 3.399 -1.500 -0.786
C: 3.977 -0.875 -2.017
C: -1.599 1.532 -1.331
C: -2.919 0.775 -1.453
H: -1.179 -4.588 -0.443
H: 0.328 -3.920 0.228
H: -1.052 -4.241 1.305
H: -3.365 -3.470 -0.207
H: -3.350 -2.475 1.264
H: -3.718 -1.599 -1.633
H: -5.726 -0.413 -0.755
H: -5.401 -1.046 0.863
H: -5.800 -2.150 -0.453
H: -3.959 1.221 0.906
H: -3.270 -0.218 1.695
H: -1.876 1.814 2.112
H: -1.016 0.527 1.251
H: -2.318 3.021 0.041
H: 1.065 5.793 0.463
H: 2.840 3.716 0.373
H: 0.603 0.532 0.196
H: 1.658 -0.714 2.019
H: 1.903 -3.132 2.396
H: 3.105 -4.516 0.735
H: 4.039 -3.475 -1.283
H: 3.179 -0.533 -2.676
H: 4.577 -0.009 -1.750
H: 4.594 -1.587 -2.560
H: -0.788 0.809 -1.418
H: -1.503 2.263 -2.135
H: -3.761 1.490 -1.438
H: -2.943 0.236 -2.402

The orbital gap is 0.326 Eh. Its LUMO energy is 0.59 eV.

[2]
Computed, not measured: a structure of composition C20H28N8ORuS3, with wB97M-V/def2-TZVPD.

Element x y z (Å)
Ru: -0.328 0.557 0.241
N: -1.939 3.998 -1.641
C: -2.110 3.240 -2.803
C: -2.599 3.569 -4.062
C: -2.625 2.551 -4.986
C: -2.185 1.254 -4.673
C: -1.702 0.940 -3.421
C: -1.669 1.963 -2.482
N: -1.243 1.975 -1.146
C: -1.427 3.209 -0.698
C: -1.071 3.554 0.670
C: -1.179 4.726 1.334
S: -0.588 4.556 2.923
C: -0.223 2.935 2.628
N: -0.525 2.527 1.417
H: -2.168 4.976 -1.540
H: -2.941 4.565 -4.311
H: -2.999 2.755 -5.981
H: -2.232 0.490 -5.438
H: -1.371 -0.060 -3.167
H: -1.567 5.671 0.982
H: 0.221 2.301 3.383
C: -3.066 -0.287 2.388
C: -3.287 -0.572 0.937
C: -4.595 -1.153 0.531
O: -2.427 -0.354 0.075
H: -3.876 0.334 2.772
H: -2.112 0.200 2.574
H: -3.104 -1.227 2.946
H: -4.742 -2.109 1.044
H: -4.651 -1.295 -0.544
H: -5.405 -0.500 0.866
C: 3.762 -2.584 -2.285
N: 2.823 -1.495 -1.955
C: 2.863 -0.581 -1.004
S: 1.696 0.743 -1.141
N: 3.732 -0.515 -0.010
C: 4.876 -1.385 0.330
H: 3.576 -2.862 -3.318
H: 3.600 -3.455 -1.654
H: 4.790 -2.251 -2.211
H: 2.070 -1.356 -2.611
H: 3.666 0.338 0.523
H: 5.760 -1.113 -0.243
H: 4.635 -2.427 0.173
H: 5.090 -1.241 1.385
C: 3.000 -1.785 3.995
C: 1.469 -1.688 3.908
C: 0.954 -1.992 2.539
N: 0.496 -1.132 1.693
N: 0.099 -1.671 0.482
C: 0.253 -2.971 0.425
N: -0.050 -3.725 -0.641
S: 0.949 -3.601 1.881
H: 3.321 -1.644 5.025
H: 3.471 -1.013 3.383
H: 3.360 -2.761 3.666
H: 1.132 -0.685 4.169
H: 1.013 -2.378 4.619
H: -0.628 -3.328 -1.365
H: -0.043 -4.730 -0.574

The orbital gap (spin up / spin down) is 0.312 / 0.206 Eh. Its LUMO energy (spin up / spin down) is -7.82 / -10.71 eV. As for the spin multiplicity: 6. Its net charge is +3.

[3]
Computed, not measured: a structure of composition C20H28NO2OsS, with wB97M-V/def2-TZVPD.

Element x y z (Å)
O: -0.164 -0.196 -5.496
C: -0.260 0.954 -6.438
C: 0.040 0.160 -7.697
H: 0.473 1.753 -6.233
H: -1.286 1.370 -6.491
C: 0.003 -1.017 -6.718
H: 1.005 0.360 -8.180
H: -0.770 0.217 -8.422
C: 1.331 -1.759 -6.762
H: 2.168 -1.125 -6.422
H: 1.527 -2.083 -7.800
H: 1.279 -2.647 -6.122
C: -1.212 -1.908 -6.865
H: -2.104 -1.302 -6.675
H: -1.149 -2.663 -6.075
H: -1.213 -2.378 -7.859
Os: -0.599 -1.110 -1.601
C: -2.275 -1.553 -0.326
C: -1.734 -0.266 -0.017
C: -1.893 0.589 -1.161
H: -1.312 0.060 0.925
C: -2.695 -0.128 -2.095
C: -2.824 -1.475 -1.638
H: -3.295 -2.300 -2.175
H: -2.349 -2.427 0.327
H: -1.508 1.608 -1.261
H: -3.122 0.287 -3.015
C: 0.505 -1.917 0.049
C: 0.140 -2.954 -0.855
C: 0.803 -2.704 -2.083
H: -0.508 -3.792 -0.638
C: 1.563 -1.500 -1.933
C: 1.344 -1.005 -0.625
H: 1.717 -0.084 -0.200
H: 0.203 -1.818 1.087
H: 0.715 -3.318 -2.974
H: 2.266 -1.081 -2.646
O: 2.405 2.256 -4.211
C: 1.241 1.720 -3.544
C: -0.018 2.546 -3.861
H: 1.392 1.753 -2.450
H: 1.143 0.662 -3.859
C: 0.583 3.801 -4.569
H: -0.532 2.823 -2.920
H: -0.688 1.918 -4.481
C: 2.094 3.556 -4.829
H: 0.528 4.562 -3.783
H: -0.021 4.091 -5.432
H: 2.683 4.392 -4.382
H: 2.421 3.588 -5.892
S: 0.492 1.558 2.182
C: 0.676 0.362 3.274
N: 0.793 -0.438 4.150

The orbital gap (spin up / spin down) is 0.244 / 0.201 Eh. Its LUMO energy (spin up / spin down) is -2.43 / -6.44 eV. As for the spin multiplicity: 5. Its net charge is +1.

[4]
Computed, not measured: a structure of composition C20H28NO2PTc, with wB97M-V/def2-TZVPD.

Element x y z (Å)
C: -2.503 0.843 -3.919
C: -2.273 -0.376 -3.281
C: -1.452 -0.472 -2.140
C: -0.935 0.716 -1.591
C: -1.180 1.942 -2.232
C: -1.976 2.011 -3.385
C: -1.281 -1.801 -1.464
C: 0.107 -2.343 -1.086
N: 1.176 -1.332 -0.999
Tc: 0.339 0.715 0.176
C: -0.470 3.153 -1.697
P: 1.054 2.554 -0.858
H: -2.700 -1.286 -3.689
H: -2.192 2.984 -3.825
H: -3.152 0.884 -4.793
H: -1.038 3.653 -0.905
H: -0.174 3.906 -2.437
H: -1.873 -1.772 -0.535
H: -1.754 -2.579 -2.075
H: 0.056 -2.857 -0.123
C: 1.659 3.977 0.060
C: 2.188 2.516 -2.266
H: 0.408 -3.113 -1.806
C: 1.670 -1.008 -2.341
C: 2.304 -1.858 -0.219
H: 0.870 1.912 1.431
H: 2.068 -1.920 -2.814
H: 0.877 -0.589 -2.967
H: 2.474 -0.278 -2.244
H: 2.778 -2.653 -0.805
H: 3.026 -1.055 -0.025
H: 1.938 -2.293 0.717
H: 2.322 3.538 -2.651
H: 3.150 2.125 -1.911
H: 1.826 1.882 -3.088
H: 1.750 4.851 -0.587
H: 0.972 4.169 0.886
H: 2.625 3.686 0.484
H: 1.596 1.514 1.116
O: -1.885 0.059 1.682
C: -0.957 -0.585 2.199
O: 0.230 -0.700 1.628
C: -1.028 -1.306 3.507
C: -0.176 -2.387 3.745
C: -0.198 -3.044 4.987
C: -1.059 -2.592 5.991
C: -1.938 -1.531 5.747
C: -1.934 -0.890 4.499
H: 0.516 -2.700 2.961
H: 0.465 -3.892 5.164
H: -1.086 -3.108 6.948
H: -2.616 -1.199 6.539
H: -2.610 -0.069 4.291

The orbital gap (spin up / spin down) is 0.255 / 0.114 Eh. Its LUMO energy (spin up / spin down) is -7.19 / -10.96 eV. As for the spin multiplicity: 4. Its net charge is +2.

Number 1: F_max 0.8 eV/Å, M 372.54 g mol⁻¹, E_tot -40038.107 eV. Number 2: F_max 0.7 eV/Å, M 593.77 g mol⁻¹, E_tot -70225.814 eV. Number 3: F_max 6.8 eV/Å, M 536.75 g mol⁻¹, E_tot -40067.036 eV. Number 4: F_max 4.6 eV/Å, M 443.42 g mol⁻¹, E_tot -38247.715 eV.